(1)
# C10H34N8O10

A cluster of 7 separate species, C10H34N8O10 in total at a distorted geometry (wB97M-V/def2-TZVPD, the OMol25 dataset).

Each line ends with the Mulliken charge.
CARTESIAN COORDINATES (ANGSTROEM)
1 O -13.07041 -5.19663 -10.05455  -0.935
2 O -10.25922 -2.51111 -13.03431  -0.702
3 O -11.01908 -4.91224 -7.12651  -0.837
4 O -7.74370 -5.17474 -10.42127  -0.846
5 O -11.07556 -0.23784 -9.62574  -0.552
6 O -13.54520 -5.56806 -14.53494  -0.553
7 O -16.79324 -2.01079 -8.67927  -0.579
8 O -15.42142 -7.37637 -13.19158  -0.551
9 O -10.30562 1.68192 -11.56680  -0.539
10 O -15.77402 -4.20405 -7.28896  -0.488
11 N -9.03465 -6.76328 -9.50908  -0.320
12 N -12.01852 -5.91036 -5.38517  -0.443
13 N -8.24759 -2.94372 -12.01116  -0.287
14 N -9.73339 -4.69941 -12.30043  -0.317
15 N -8.16996 -4.99659 -8.23161  -0.476
16 N -12.90352 -3.50092 -11.66938  -0.215
17 N -12.96631 -6.03838 -7.44485  -0.364
18 N -11.56335 -3.44215 -9.66819  0.241
19 C -12.53511 -4.09199 -10.41384  0.310
20 C -11.95479 -5.60311 -6.67372  0.581
21 C -13.20087 -6.38863 -13.42411  0.210
22 C -8.33852 -5.63535 -9.39380  0.772
23 C -9.58584 0.43573 -11.51318  -0.194
24 C -16.69486 -4.33440 -8.35860  -0.614
25 C -14.47897 -6.55545 -12.56452  -0.254
26 C -16.47010 -3.32732 -9.41439  0.275
27 C -9.77357 0.06881 -10.00422  -0.496
28 C -9.47095 -3.33468 -12.52994  0.569
29 H -10.03506 -0.30912 -12.15920  0.223
30 H -12.79750 -5.14068 -14.93358  0.330
31 H -9.44263 -7.24217 -8.71222  0.176
32 H -13.33488 -4.11401 -12.40015  0.211
33 H -12.56340 -6.63662 -5.03644  0.209
34 H -15.44073 -3.33856 -9.75894  -0.124
35 H -10.75108 -4.77867 -12.29499  0.056
36 H -17.72911 -4.35017 -8.07411  0.326
37 H -11.58591 0.53415 -10.00113  0.341
38 H -7.80380 -4.06300 -8.21714  0.272
39 H -16.43121 -5.29670 -8.74766  0.331
40 H -9.03267 -5.13286 -7.68766  0.212
41 H -7.88025 -2.04549 -12.17359  0.215
42 H -17.19334 -3.37666 -10.22834  0.304
43 H -14.27395 -6.96974 -11.57738  0.247
44 H -16.37984 -1.34070 -9.23566  0.289
45 H -9.06418 -0.75164 -9.68237  0.283
46 H -9.48351 0.91732 -9.40301  0.391
47 H -12.84126 -7.35661 -13.83908  0.316
48 H -12.30131 -2.76650 -12.08158  0.260
49 H -9.18296 -5.16933 -11.58478  0.294
50 H -8.53688 0.51328 -11.62605  0.231
51 H -15.14784 -8.28508 -13.06439  0.336
52 H -14.99781 -5.58099 -12.38177  0.172
53 H -11.40534 -3.79399 -8.75401  0.132
54 H -10.66008 1.77985 -12.45062  0.332
55 H -16.01988 -3.34354 -6.92151  0.316
56 H -12.33792 -5.97556 -12.88547  -0.242
57 H -12.84926 -5.68153 -8.38603  0.253
58 H -7.54789 -3.67340 -11.87414  0.191
59 H -8.85064 -7.28653 -10.34257  0.239
60 H -11.38941 -2.46654 -9.95141  -0.032
61 H -13.86736 -6.00201 -6.99089  0.242
62 H -11.18501 -5.62126 -4.84940  0.275

Forces on atoms 1 to 3 (eV/Å):
1.348 2.764 -1.011
0.559 -1.391 0.513
0.135 -0.462 0.066

Output
energy relative to the best compared isomer or geometry (same formula, charge and spin) = 54.3 kJ/mol
E_LUMO = 0.506 eV
electronic energy = -1591.9728 hartree
strongest force on any atom = 5.11 eV Å⁻¹
net charge = 0
Kohn-Sham gap = 0.374 Eh
E_HOMO = -9.677 eV

=====

(2)
# C10H35N13O7Y

A structure of composition C10H35N13O7Y at a distorted geometry (wB97M-V/def2-TZVPD, the OMol25 dataset).

Each line ends with the Mulliken charge.
CARTESIAN COORDINATES (ANGSTROEM)
1 Y 22.14292 3.33974 -7.54165  2.046
2 O 21.07593 3.71316 -9.63406  -0.707
3 O 20.30091 2.00696 -7.47511  -0.054
4 O 22.61111 1.43628 -5.71401  0.562
5 O 20.10752 4.76577 -7.44315  -0.340
6 O 22.93504 1.32457 -8.47801  -0.827
7 O 21.51080 3.78173 -5.24556  -0.255
8 O 22.50324 5.68666 -7.32650  -0.535
9 N 24.13818 3.59686 -6.28831  -0.233
10 N 18.18321 4.91159 -6.22325  -0.393
11 N 19.92959 0.33667 -8.97560  -0.433
12 N 19.13634 4.23651 -10.72782  -0.327
13 N 22.06169 4.52489 -3.17727  -0.406
14 N 20.63272 2.81535 -11.68597  -0.384
15 N 20.03378 3.53487 -3.51835  -0.340
16 N 18.55772 0.55967 -7.14065  -0.366
17 N 18.62162 6.41630 -7.90319  -0.463
18 N 23.86611 -0.63682 -7.92393  -0.315
19 N 23.43831 -0.22010 -10.12926  -0.392
20 N 23.80451 7.46400 -7.80026  -0.422
21 N 22.06348 7.71335 -6.31080  -0.360
22 C 19.60477 1.04741 -7.86250  0.511
23 C 19.05010 5.35511 -7.17607  0.481
24 C 23.40349 0.22621 -8.87053  0.565
25 C 23.92496 1.42572 -5.10362  -1.412
26 C 24.80147 2.34764 -5.92196  0.424
27 C 21.73162 0.65279 -4.89202  -0.933
28 C 22.79848 6.88504 -7.11202  0.572
29 C 21.20181 3.91809 -4.04378  0.437
30 C 26.12775 2.65416 -5.19528  -1.609
31 C 20.31172 3.57977 -10.60416  0.638
32 H 20.66665 0.76057 -9.51128  0.030
33 H 20.76133 0.58915 -5.37965  0.082
34 H 24.25235 4.22528 -5.49325  0.203
35 H 23.83443 1.72286 -4.05664  0.478
36 H 19.35884 3.00964 -4.03643  0.162
37 H 17.67244 6.71821 -7.77863  0.184
38 H 21.12290 7.54526 -6.01250  0.217
39 H 25.97413 3.24444 -4.28715  0.420
40 H 18.83507 4.92998 -10.07444  0.109
41 H 18.59215 4.15634 -11.56727  0.191
42 H 24.26920 6.98347 -8.54600  0.214
43 H 24.08414 -1.58208 -8.18065  0.223
44 H 23.65088 -1.19814 -10.22971  0.195
45 H 24.37249 0.43044 -5.17594  0.589
46 H 19.91630 2.70141 -12.37833  0.174
47 H 21.63814 1.03521 -3.87718  0.390
48 H 22.10695 -0.37307 -4.89281  0.347
49 H 25.18849 1.86226 -6.82226  0.034
50 H 19.91186 3.68461 -2.53263  0.180
51 H 17.27903 5.34856 -6.18668  0.226
52 H 24.80320 4.03316 -6.93737  0.484
53 H 23.98919 8.43050 -7.60443  0.169
54 H 21.83170 4.79728 -2.24041  0.198
55 H 21.56857 2.48996 -11.82946  0.236
56 H 18.20122 1.13557 -6.40361  0.231
57 H 23.79958 -0.34046 -6.96923  0.115
58 H 26.73669 3.26929 -5.86045  0.436
59 H 26.67195 1.74584 -4.94320  0.431
60 H 19.12714 6.64370 -8.73843  0.255
61 H 18.11169 -0.22576 -7.57418  0.179
62 H 22.93313 0.22600 -10.87363  0.207
63 H 22.43508 8.64329 -6.32926  0.191
64 H 18.24261 3.99409 -5.83363  0.119
65 H 22.94208 4.76707 -3.59111  0.170
66 H 19.39897 -0.47071 -9.23848  0.198

Forces on atoms 1 to 3 (eV/Å):
-2.634 0.575 0.908
0.551 -0.289 -0.145
-0.634 -0.237 0.036

Output
energy relative to the best compared isomer or geometry (same formula, charge and spin) = 0.0 kJ/mol
E_LUMO = -7.088 eV
electronic energy = -1678.4914 hartree
strongest force on any atom = 2.84 eV Å⁻¹
net charge = +3
Kohn-Sham gap = 0.394 Eh
E_HOMO = -17.802 eV

=====

(3)
# C10H36N12O10

A cluster of 8 separate species, C10H36N12O10 in total at a distorted geometry (wB97M-V/def2-TZVPD, the OMol25 dataset).

Each line ends with the Mulliken charge.
CARTESIAN COORDINATES (ANGSTROEM)
1 O 0.65962 2.77619 -4.65056  -0.778
2 O 0.24707 1.06102 5.22710  -0.848
3 O 1.52883 -2.82645 2.95814  -0.490
4 O 0.65978 3.76907 -0.80656  -0.455
5 O 0.70904 -5.64359 3.56913  -0.555
6 O -0.86454 -0.38574 -1.64939  -0.807
7 O 1.83173 -2.21942 0.29807  -0.776
8 O -3.62585 0.30788 -3.29867  -0.786
9 O 1.36804 5.05763 -3.17243  -0.527
10 O -2.23237 1.57044 2.42692  -0.730
11 N 0.45149 -2.67095 -1.39776  -0.240
12 N -4.61434 -1.14792 -4.80467  -0.465
13 N 0.60084 0.79971 -3.65930  -0.292
14 N -0.72571 -0.21423 0.61395  -0.132
15 N -2.89926 -1.89202 -3.43436  -0.275
16 N -1.37822 3.29276 1.27092  -0.295
17 N -0.31672 -0.66464 3.87277  -0.253
18 N 2.30996 -4.06885 -0.92340  -0.526
19 N -2.54202 0.61379 -0.59289  -0.076
20 N -0.68894 3.04673 3.42240  -0.443
21 N 1.82002 -0.55425 4.95979  -0.315
22 N -1.20552 2.19029 -3.47243  -0.194
23 C -3.73599 -0.83103 -3.76853  0.490
24 C 0.58747 -0.01299 4.67853  0.479
25 C 2.03939 4.07223 -1.04781  -0.498
26 C 0.02489 1.96974 -4.02009  0.362
27 C -1.37713 0.04708 -0.57777  0.293
28 C 1.62673 -4.83733 4.24344  -0.424
29 C 1.55963 -2.92501 -0.65383  0.558
30 C 2.24407 5.13634 -2.11431  -0.350
31 C 2.45139 -3.97014 3.30562  -0.320
32 C -1.46696 2.56603 2.41975  0.684
33 H -1.15169 -0.11087 3.62854  0.193
34 H -2.16871 -1.73693 -2.79485  0.191
35 H -0.00533 -5.08673 3.31445  0.318
36 H -0.37564 2.45586 4.16398  0.338
37 H 2.63615 -4.50514 2.38419  0.169
38 H -5.31520 -0.45226 -5.04446  0.266
39 H -1.06131 0.38377 1.33233  0.018
40 H 0.45144 -3.03495 -2.32010  0.256
41 H 3.25552 4.90044 -2.54201  0.285
42 H -4.89150 -2.10493 -5.06310  0.186
43 H -0.05138 -1.45141 3.36259  0.306
44 H -1.87440 1.43140 -3.41428  0.174
45 H 0.21107 0.26205 -2.95966  0.461
46 H 3.39735 -3.59520 3.68368  0.321
47 H 2.47282 -0.11695 5.57825  0.182
48 H 2.56648 3.14481 -1.34216  0.229
49 H -2.99520 -2.72032 -4.02129  0.191
50 H 1.62357 0.69241 -3.78235  0.238
51 H 2.46654 4.45411 -0.17848  0.419
52 H 0.03567 3.73670 3.20255  0.201
53 H 1.57396 -2.63824 1.96798  0.354
54 H -2.92648 0.98090 0.29038  0.277
55 H 1.98848 -1.44819 4.51711  0.231
56 H -3.15151 0.49089 -1.37977  0.188
57 H -1.89535 2.89867 0.45243  0.195
58 H 1.50430 4.18222 -3.71945  0.372
59 H -0.59539 3.96658 1.12199  0.178
60 H -0.01226 -1.77247 -1.25951  0.107
61 H 1.07463 -4.07303 4.81575  0.269
62 H 2.16270 -5.54053 4.82698  0.385
63 H 2.91288 -4.29560 -0.13862  0.289
64 H 1.89970 -4.93243 -1.32889  0.232
65 H 0.26003 -0.53478 0.66309  0.212
66 H 2.30720 6.17250 -1.74251  0.311
67 H 0.22919 3.55553 -1.63223  0.202
68 H -1.60474 3.02975 -3.86435  0.242

Forces on atoms 1 to 3 (eV/Å):
0.568 1.819 -1.230
0.504 -0.819 -0.656
1.114 -1.034 -0.677

Output
energy relative to the best compared isomer or geometry (same formula, charge and spin) = 0.0 kJ/mol
E_LUMO = 0.233 eV
electronic energy = -1812.3389 hartree
strongest force on any atom = 4.27 eV Å⁻¹
net charge = 0
Kohn-Sham gap = 0.357 Eh
E_HOMO = -9.493 eV

=====

Question: Which of these has the highest E_LUMO?
Answer: C10H34N8O10